Entry 1:
Here is one molecule with the formula C19H22N2O5S from OMol25. Energies are from ωB97M-V/def2-TZVPD.

Each line ends with the Mulliken charge.
CARTESIAN COORDINATES (ANGSTROEM)
H: 3.1268 -1.6774 -0.2971  0.442
C: -1.8007 3.5657 -3.6082  -0.577
H: -3.0775 1.3252 -3.9247  0.367
C: -1.7454 -0.6898 2.6185  -0.770
H: 2.1710 -1.4155 3.3931  0.307
H: 1.4614 -1.2119 -2.0442  0.440
C: -0.7824 -1.4908 3.2059  -0.372
H: -1.3390 2.9047 -4.3549  0.343
C: 1.0733 -3.1728 3.0624  -1.409
C: 2.4628 -0.8361 -0.1851  -0.490
H: -0.5941 -1.4178 4.2683  0.394
H: -1.6577 4.6079 -3.8982  0.370
C: -0.3072 -2.4817 1.0764  -0.312
O: 3.4148 -0.1438 1.9547  -0.549
H: -1.4556 -1.7487 -0.5744  0.539
O: 0.2208 1.1767 -3.5223  -0.720
H: 4.8310 -1.4462 1.1358  0.352
H: 4.8143 -1.2235 2.9007  0.369
H: -2.3058 0.0079 3.2235  0.416
H: 0.2600 -3.1778 0.4765  0.420
O: -1.3110 -0.4666 -2.5245  -0.644
H: -4.5893 1.9559 -3.1968  0.386
H: -0.0741 3.3431 -2.3254  0.446
C: 3.2818 -2.5663 2.1576  0.569
C: -1.2720 -1.6834 0.4868  -0.393
H: 1.2929 -4.0841 2.5035  0.440
N: 2.2676 -2.3477 3.0143  -0.078
H: -2.7335 -0.1534 0.7979  0.313
C: 1.6316 1.0622 1.0468  -0.981
O: 3.4837 -3.6037 1.5678  -0.648
C: -0.0574 -2.3945 2.4395  0.597
C: 2.5269 -0.0037 0.9300  0.466
C: -3.5006 2.0309 -3.1941  -0.665
S: -0.5225 0.7244 -2.3788  1.199
H: -0.0124 2.1074 0.1588  0.410
C: 0.6903 1.2961 0.0652  0.053
O: -3.1960 3.3572 -3.5656  -0.427
H: -3.4005 2.3304 -1.0485  0.410
C: 4.1857 -1.3300 2.0124  -0.571
C: -2.9299 1.7031 -1.8127  -0.660
H: 1.6950 1.6935 1.9190  0.458
C: -1.1590 3.2851 -2.2462  -0.826
C: -1.9868 -0.7825 1.2586  -0.308
N: -1.5013 1.9539 -1.7776  0.105
C: 1.5240 -0.5841 -1.1698  -1.056
H: -1.5186 4.0054 -1.5036  0.454
C: 0.6435 0.4720 -1.0432  0.558
H: 0.8539 -3.4250 4.1041  0.420
H: -3.0828 0.6501 -1.5824  0.412

Cartesian forces (eV/Å) of the 2 atoms listed first:
H 0.1 -0.1 0.0
C 0.3 0.1 0.1

Computed properties:
- HOMO energy (eV) = -8.983
- LUMO energy (eV) = 0.6
- Kohn-Sham gap (eV) = 9.602
- SMILES = O=C(COc1ccc(S(=O)(=O)N2CCOCC2)cc1)NCc1ccccc1

---

Entry 2:
Here is one molecule with the formula C19H22N4O3 from OMol25. Energies are from ωB97M-V/def2-TZVPD.

Each line ends with the Mulliken charge.
CARTESIAN COORDINATES (ANGSTROEM)
C: 1.0390 -2.3703 -0.5604  -0.064
C: -5.0724 -1.4649 0.9221  -0.521
C: 0.2870 -1.7112 -1.7337  1.458
H: 3.6331 -1.9339 2.4848  0.467
N: -0.4812 -3.5182 -3.4136  -0.523
N: 0.3296 1.1413 -0.8363  0.489
H: 0.9970 -1.0536 -2.2389  0.244
C: 3.1572 -2.4431 0.4657  -0.691
C: -4.1351 -1.9271 0.0373  -0.630
C: -0.8889 -0.9795 -1.1173  -0.149
H: -0.0142 4.3649 0.2303  0.375
O: 0.0357 3.8471 -1.7136  -0.438
C: -0.2325 2.7763 -2.5824  -0.684
C: 3.3220 -0.0946 1.3923  0.201
C: 2.9849 -1.5536 1.6936  -0.668
C: -0.2673 3.4963 -0.3785  -0.659
H: 0.3095 0.7282 -2.9052  0.544
C: 0.5440 2.2736 0.0548  -0.527
H: 1.9516 -1.6288 2.0389  0.312
C: 3.0879 0.7963 2.6052  -1.399
C: -2.9471 -1.2015 -0.1488  0.176
O: 2.3165 -2.0078 -0.6080  -0.316
H: 3.7085 0.4759 3.4390  0.414
C: -0.7642 0.3412 -0.5656  0.200
C: -2.7404 0.0132 0.5563  0.199
H: -3.5347 1.3683 2.0151  0.449
H: 3.3316 1.8303 2.3738  0.369
H: 1.6108 2.5148 0.0151  0.340
C: -4.8550 -0.2817 1.6461  -0.515
C: -3.7093 0.4490 1.4775  -0.585
H: 2.9133 -3.4817 0.7093  0.384
H: -5.9894 -2.0142 1.0752  0.390
H: 2.7009 0.2487 0.5626  -0.112
H: 4.1723 -2.3786 0.0696  0.397
H: -4.2714 -2.8388 -0.5223  0.473
N: -1.9578 -1.6914 -0.9256  -0.463
O: 0.5416 -3.0726 0.2697  -0.566
H: 4.3668 -0.0231 1.0812  0.333
H: 1.6533 1.7457 -2.3141  0.312
H: 0.0268 3.1189 -3.5856  0.382
H: -1.3388 3.2741 -0.2780  0.348
H: 2.0469 0.7500 2.9170  0.300
H: 0.2658 1.9776 1.0649  0.424
C: 0.5851 1.5265 -2.2168  -0.722
N: -1.6483 0.7653 0.3083  -0.254
H: -1.3051 2.5233 -2.5499  0.320
H: -5.6096 0.0546 2.3420  0.392
C: -0.1560 -2.7309 -2.6532  -0.207

Cartesian forces (eV/Å) of the 2 atoms listed first:
C 0.1 0.0 0.0
C 0.0 -0.2 -0.2

Computed properties:
- HOMO energy (eV) = -8.439
- LUMO energy (eV) = -0.3
- Kohn-Sham gap (eV) = 8.181
- SMILES = CCCCOC(=O)[C@@H](C#N)c1nc2ccccc2nc1N1CCOCC1

---

Entry 3:
Here is one molecule with the formula C19H22N4O3S2 from OMol25. Energies are from ωB97M-V/def2-TZVPD.

Each line ends with the Mulliken charge.
CARTESIAN COORDINATES (ANGSTROEM)
H: 3.4070 -1.9373 -1.6602  0.390
C: 1.4551 -0.6663 -0.7095  -2.112
O: 3.2956 0.9045 -0.5025  -0.452
H: 3.6537 -0.9099 -3.0785  0.381
C: 0.5932 0.7409 1.1383  0.730
N: 0.5302 0.2664 -0.1384  0.707
H: 4.3182 -0.4425 0.6922  0.188
C: -0.5666 0.9023 -0.6717  0.255
S: -1.3766 -2.1508 1.3337  -0.173
C: -0.1730 -0.1864 4.1171  0.583
C: 0.9985 0.7452 3.8362  -0.758
C: -3.3913 1.9577 -1.6248  -1.403
C: -1.5220 0.2107 -4.1129  -0.908
H: 0.9273 -1.3191 -1.4070  0.463
N: -0.3860 1.5795 1.3660  -0.878
C: -0.5777 0.0963 -3.1461  -0.712
H: 1.7666 0.6241 4.5980  0.445
H: 5.6476 -1.2762 -1.1699  0.339
H: 5.4625 0.2491 -2.0562  0.266
C: -3.4976 -0.7405 1.0771  -0.692
H: -3.3104 3.0210 -1.8490  0.382
H: -1.7292 -2.6454 -1.0232  0.507
C: 3.6419 -0.9252 -1.9909  -0.925
C: -2.5788 -1.1008 2.0128  0.701
H: -4.3853 1.6226 -1.9129  0.385
H: -2.2958 -1.4914 4.1055  0.415
C: -3.2564 -1.3155 -0.1911  -0.423
N: -1.1059 1.6739 0.2405  -0.530
H: -1.5464 -0.1225 -5.1311  0.479
N: -1.3360 0.2479 3.5871  -0.193
H: 5.1833 1.0431 0.2199  0.390
H: 2.1932 0.7309 -2.1842  0.595
C: -2.3610 1.1993 -2.3713  -0.343
O: -2.5994 0.8702 -3.6516  -0.384
H: -4.3262 -0.0887 1.2877  0.397
S: 1.7944 0.2237 2.2774  -0.168
C: 2.6121 0.0694 -1.4155  0.583
C: -1.1173 0.7388 -1.9905  1.763
H: -3.2261 1.8250 -0.5600  0.226
H: 1.8602 -1.2673 0.1111  0.584
O: -0.0519 -1.2103 4.7540  -0.658
C: 4.9687 -0.4560 -1.3876  -0.616
H: 0.3797 -0.3664 -3.2625  0.548
C: -2.4678 -0.6458 3.4322  -1.154
C: 4.5001 0.2680 -0.1260  -0.419
H: -3.8802 -1.1519 -1.0507  0.501
H: -1.2956 1.0375 2.9422  0.436
H: 0.7026 1.7864 3.7295  0.379
C: -2.1461 -2.0929 -0.2044  -0.454
H: -3.3851 -0.1252 3.7220  0.343

Cartesian forces (eV/Å) of the 2 atoms listed first:
H 0.0 -0.1 0.0
C 0.6 0.1 -0.4

Computed properties:
- HOMO energy (eV) = -7.953
- LUMO energy (eV) = 0.5
- Kohn-Sham gap (eV) = 8.452
- SMILES = Cc1occc1-c1nnc(SCC(=O)NCc2cccs2)n1C[C@@H]1CCCO1

---

Entry 4:
Here is C19H23AlIN5O4S as an isolated structure from OMol25. Energies are from ωB97M-V/def2-TZVPD.

Each line ends with the Mulliken charge.
CARTESIAN COORDINATES (ANGSTROEM)
I: -0.5699 0.7363 -5.6089  -0.850
C: -0.9591 1.6102 -1.8790  1.640
C: -4.2251 -0.2883 -0.5268  -0.607
H: 2.3388 1.4896 4.8676  0.375
H: 0.8395 -2.5369 -0.9544  0.060
H: -5.1916 0.0435 -0.1981  0.488
H: -2.2435 2.0864 0.5837  0.265
H: 1.8061 2.7785 -1.7810  0.226
H: 4.5279 -1.6892 -1.3058  0.452
H: -2.2701 1.6070 -3.5181  0.387
C: 3.8552 0.3147 -1.9248  -0.480
H: 2.1798 -2.6995 0.2154  0.292
C: 1.0782 0.4038 3.5252  0.273
H: -0.6887 2.3754 -3.8598  0.229
H: 4.7241 0.8887 -2.1985  0.364
N: -2.4953 -1.4042 -1.2824  0.472
H: 1.9353 -0.1287 6.7650  0.316
C: 0.0430 -1.6168 4.3586  -0.560
N: -3.1042 0.5025 -0.4777  0.492
C: 1.6613 -0.0607 -1.4311  -0.586
C: -2.0157 -0.1345 -0.9787  -0.199
C: 1.6888 0.6238 4.7543  -0.655
H: -1.0787 -2.9135 -0.9456  0.222
O: 0.4955 2.6550 2.2219  -0.696
H: -3.2860 2.5747 -0.7880  0.207
O: -0.4156 2.2277 -0.9027  -0.674
H: 1.6660 2.0263 -3.4113  0.146
H: -4.0157 1.9141 0.6839  0.376
N: 0.2204 0.2952 1.2232  1.135
Al: -0.0992 0.2581 -0.6496  -1.427
C: 2.2932 2.1226 -2.5122  -0.621
C: -3.8454 -1.4931 -1.0143  -0.423
C: 0.2811 -0.7079 3.3181  -0.129
C: 1.9302 -2.4884 -0.8332  -1.012
H: -1.1447 -2.2922 -2.6411  0.240
H: 0.4244 -2.0739 6.4403  0.330
C: -1.4975 2.2493 -3.1150  -2.078
O: 2.5174 1.3954 1.5056  -0.661
C: 3.7499 -0.9622 -1.4732  -0.557
N: 2.5798 0.8285 -1.9368  0.456
H: 3.2603 2.5450 -2.8019  0.319
C: -3.1451 1.8581 0.0235  -0.830
H: -4.4156 -2.4080 -1.1526  0.344
C: 0.6142 -1.3880 5.6046  -0.406
C: -0.1275 -0.8449 1.9173  0.292
C: 1.4556 -0.2823 5.7948  -0.621
S: 1.1876 1.4083 2.0600  1.003
N: 2.4200 -1.1976 -1.2250  0.517
O: -0.6455 -1.8249 1.3451  -0.733
H: -0.5970 -2.4779 4.1559  0.390
H: 2.3938 -3.2603 -1.4592  0.477
H: -1.9082 3.2402 -2.8425  0.347
C: -1.7338 -2.5440 -1.7469  -0.670
H: -2.4489 -3.3411 -1.9876  0.344

Cartesian forces (eV/Å) of the 2 atoms listed first:
I 0.5 -1.0 -1.5
C 1.3 -0.5 -2.6

Computed properties:
- HOMO energy (alpha / beta) (eV) = 1.087 / 1.529
- LUMO energy (alpha / beta) (eV) = 4.8 / 4.8
- charge = -2
- Kohn-Sham gap (alpha / beta) (eV) = 3.678 / 3.256

---

Result set for energy above the lowest of the compared OMol25 structures with the same formula, charge and spin: 207.5, 160.0, 132.6, 0.0 kJ/mol, one per record in the order listed.